The following is a DFT calculation (ωB97M-V with the def2-TZVPD basis set) of an isolated ion of composition C9H12IN2O and charge +1 at a distorted geometry.

Values from the calculation:
Relative energy (zero: lowest compared OMol25 entry of this formula, charge and spin) ... 70.1 kJ/mol
SMILES ... C=[n+]1c(I)c[nH]c1=C1CCOCC1
Largest force on an atom ... 5.3 eV/Å
Total charge ... +1
Calculated total energy ... -22645.931 eV
HOMO-LUMO gap (spin up / spin down) ... 6.6 / 6.9 eV
Lowest unoccupied orbital energy (spin up / spin down) ... -5.1606 / -4.7917 eV

```
25
Properties=species:S:1:pos:R:3:mulliken_charge:R:1
I -4.995 -0.358 0.182 0.247
O 2.892 -0.509 0.812 -0.426
N -1.969 -0.316 -0.420 0.180
N -1.334 1.690 0.066 -0.100
C 1.683 0.970 -0.650 -0.928
C -2.089 -1.492 -1.042 -0.256
C 0.504 0.014 -0.502 0.491
C -2.671 1.724 0.284 0.020
C 2.640 0.873 0.533 -0.523
C -3.152 0.507 0.033 -0.473
C -0.794 0.461 -0.312 -0.064
C 1.810 -1.351 0.976 -0.717
C 0.918 -1.407 -0.327 -0.681
H -1.235 -2.038 -1.295 0.500
H 1.648 -1.497 -1.128 0.313
H -0.731 2.425 0.359 0.246
H 2.206 1.255 1.453 0.344
H 1.194 -1.021 1.866 0.353
H 1.447 1.989 -0.897 0.487
H 2.259 0.548 -1.480 0.307
H 2.147 -2.345 1.163 0.381
H 0.199 -2.052 -0.054 0.564
H -3.051 2.648 0.855 0.372
H 3.592 1.216 0.465 0.369
H -3.118 -1.935 -0.941 -0.005
```